No. 1
A cluster of 13 separate species, C17H60N16O13 in total in a non-equilibrium geometry, computed with the ωB97M-V functional and the def2-TZVPD basis.

Results
Kohn-Sham gap   8.02 eV
Relative energy (zero: lowest compared OMol25 entry of this formula, charge and spin)   89.3 kcal per mole
E_LUMO   -0.2 eV
Multiplicity   1
E   -2537.8650 Eh

Last columns: bonded neighbours and bond lengths (Å).
Positions of all 106 atoms, in Å:
1 C 1.2927 3.2986 -5.6551  C2 1.514, H4 1.094, H5 1.158, H6 1.159
2 C 0.4723 2.5978 -4.5929  C1 1.514, O3 1.490, H7 1.146, H8 1.044
3 O -0.6842 1.8995 -5.2220  C2 1.490, H9 0.969
4 H 2.2705 3.4247 -5.1815  C1 1.094
5 H 0.9878 4.3105 -6.1281  C1 1.158
6 H 1.2781 2.5453 -6.5358  C1 1.159
7 H 0.0986 3.4416 -3.9125  C2 1.146
8 H 0.9497 1.9104 -3.9687  C2 1.044
9 H -0.3928 1.2147 -5.8426  O3 0.969
10 C 1.6805 -2.4079 2.2534  C11 1.529, H13 1.102, H14 1.084, H15 1.086
11 C 2.2266 -1.3337 3.1952  C10 1.529, O12 1.382, H16 1.037, H17 1.083
12 O 1.7681 -1.6247 4.4660  C11 1.382, H18 0.985
13 H 0.7176 -2.7806 2.6385  C10 1.102
14 H 2.2479 -3.3202 2.1123  C10 1.084
15 H 1.5597 -2.1313 1.2099  C10 1.086
16 H 1.9017 -0.3955 2.8952  C11 1.037
17 H 3.2990 -1.3997 3.0636  C11 1.083
18 H 2.0733 -2.5316 4.6987  O12 0.985
19 C 0.1768 0.2751 0.7693  C20 1.496, H22 1.065, H23 1.073, H24 1.111
20 C -0.2861 -0.3974 -0.4840  C19 1.496, O21 1.414, H25 1.082, H26 1.124
21 O -0.0215 0.4714 -1.5676  C20 1.414, H27 0.964
22 H 1.2245 0.4508 0.8391  C19 1.065
23 H 0.0637 -0.4037 1.5920  C19 1.073
24 H -0.4453 1.1592 1.0250  C19 1.111
25 H -1.3531 -0.5318 -0.3625  C20 1.082
26 H 0.1987 -1.4040 -0.6059  C20 1.124
27 H -0.4089 -0.0234 -2.2983  O21 0.964
28 C 3.3663 0.2607 -1.9709  C29 1.507, H31 1.014, H32 1.076, H33 1.089
29 C 3.1037 -1.1440 -2.4505  C28 1.507, O30 1.368, H34 1.103, H35 1.081
30 O 3.4270 -2.0160 -1.4476  C29 1.368, H36 0.960
31 H 4.3452 0.5055 -1.8658  C28 1.014
32 H 2.8050 0.3555 -1.0578  C28 1.076
33 H 2.9198 1.0584 -2.5633  C28 1.089
34 H 3.4858 -1.3314 -3.4686  C29 1.103
35 H 2.0248 -1.1363 -2.5107  C29 1.081
36 H 2.8279 -2.7441 -1.6297  O30 0.960
37 C -3.7801 -0.9316 0.7107  O38 1.341, N39 1.290, N40 1.258
38 O -3.9305 -1.0011 -0.6199  C37 1.341
39 N -3.4987 0.1521 1.3506  C37 1.290, H41 1.020, H42 1.050
40 N -3.6234 -1.9640 1.4118  C37 1.258, H43 1.012, H44 1.027
41 H -3.1584 0.9291 0.7847  N39 1.020
42 H -3.1518 0.0427 2.3357  N39 1.050
43 H -3.5924 -2.7406 0.7641  N40 1.012
44 H -3.1222 -2.1321 2.2923  N40 1.027
45 C 1.4552 2.8630 3.8315  O46 1.344, N47 1.286, N48 1.317
46 O 2.0706 2.3720 4.9209  C45 1.344
47 N 0.3901 2.3546 3.3218  C45 1.286, H49 1.040, H50 0.960
48 N 2.0168 3.8736 3.2013  C45 1.317, H51 1.036, H52 1.076
49 H -0.0728 1.5400 3.7724  N47 1.040
50 H 0.1221 2.6325 2.4430  N47 0.960
51 H 2.8915 4.2830 3.5766  N48 1.036
52 H 1.7959 4.2031 2.2013  N48 1.076
53 C -1.7787 -0.4551 4.2036  O54 1.401, N55 1.299, N56 1.306
54 O -1.7628 -1.7241 3.6104  C53 1.401
55 N -0.7138 0.1990 4.5563  C53 1.299, H57 1.033, H58 1.044
56 N -2.8924 0.2083 4.3604  C53 1.306, H59 1.036, H60 0.987
57 H 0.0947 -0.4437 4.5294  N55 1.033
58 H -0.7622 0.9047 5.3240  N55 1.044
59 H -3.8208 -0.2417 4.4533  N56 1.036
60 H -2.8709 1.1596 4.6222  N56 0.987
61 C 0.7363 3.7049 0.0976  O62 1.446, N63 1.278, N64 1.295
62 O 1.7702 4.6388 0.4838  C61 1.446
63 N 0.8245 2.8829 -0.8768  C61 1.278, H65 1.021, H66 1.032
64 N -0.3499 3.7210 0.8027  C61 1.295, H67 1.033, H68 1.033
65 H 1.6434 3.0872 -1.4520  N63 1.021
66 H 0.4241 1.9321 -0.8745  N63 1.032
67 H -0.3818 4.3369 1.6316  N64 1.033
68 H -1.1988 3.1714 0.5922  N64 1.033
69 C -1.5673 -4.3801 1.4339  O70 1.415, N71 1.306, N72 1.272
70 O -1.5388 -3.5306 0.3023  C69 1.415
71 N -1.4112 -4.1706 2.7133  C69 1.306, H73 1.036, H74 1.022
72 N -1.7943 -5.6110 1.2066  C69 1.272, H75 1.046, H76 1.046
73 H -1.0543 -3.2856 3.1156  N71 1.036
74 H -1.4167 -4.9827 3.3342  N71 1.022
75 H -1.9275 -5.9614 0.2302  N72 1.046
76 H -2.1166 -6.2582 1.9632  N72 1.046
77 C 0.2991 -3.6411 -2.5198  O78 1.342, N79 1.324, N80 1.261
78 O 1.2398 -3.4319 -1.5852  C77 1.342
79 N -0.9900 -3.8801 -2.3376  C77 1.324, H81 1.010, H82 1.015
80 N 0.5788 -3.3566 -3.7155  C77 1.261, H83 1.066, H84 1.014
81 H -1.1647 -4.1381 -1.3773  N79 1.010
82 H -1.6470 -4.2506 -3.0163  N79 1.015
83 H 1.5839 -3.5101 -4.0370  N80 1.066
84 H -0.0582 -3.6859 -4.4323  N80 1.014
85 C -2.7488 2.7734 -1.2229  O86 1.456, N87 1.310, N88 1.310
86 O -2.5677 2.4116 0.1762  C85 1.456
87 N -1.8316 3.3048 -1.9919  C85 1.310, H89 1.019, H90 1.014
88 N -3.9784 2.7019 -1.6679  C85 1.310, H91 1.007, H92 1.026
89 H -0.8968 3.3152 -1.5876  N87 1.019
90 H -1.9302 3.3949 -2.9975  N87 1.014
91 H -4.6831 2.3737 -1.0282  N88 1.007
92 H -4.2073 2.6869 -2.6684  N88 1.026
93 C -1.9824 -0.7748 -3.3945  O94 1.410, N95 1.309, N96 1.302
94 O -2.7587 0.3464 -3.7540  C93 1.410
95 N -2.3152 -1.7115 -2.5421  C93 1.309, H97 1.065, H98 1.061
96 N -0.8735 -1.0136 -4.0336  C93 1.302, H99 1.037, H100 1.013
97 H -3.1350 -1.5417 -1.8844  N95 1.065
98 H -1.7343 -2.5907 -2.4169  N95 1.061
99 H -0.7282 -0.5690 -4.9596  N96 1.037
100 H -0.3702 -1.8882 -3.9500  N96 1.013
101 C 4.7510 1.7661 2.9892  O102 1.401, H103 1.138, H104 1.071, H105 1.140
102 O 4.0413 1.8818 1.7865  C101 1.401, H106 0.970
103 H 4.3864 2.5655 3.7127  C101 1.138
104 H 5.8054 1.8976 2.8582  C101 1.071
105 H 4.5721 0.7596 3.4940  C101 1.140
106 H 3.1955 2.3039 2.0052  O102 0.970


No. 2
A cluster of 14 separate species, C17H62N20O14 in total in a non-equilibrium geometry, computed with the ωB97M-V functional and the def2-TZVPD basis.

Results
Kohn-Sham gap   9.40 eV
Relative energy (zero: lowest compared OMol25 entry of this formula, charge and spin)   29.0 kcal per mole
E_LUMO   0.1 eV
Multiplicity   1
E   -2833.2994 Eh

Last columns: bonded neighbours and bond lengths (Å).
Positions of all 113 atoms, in Å:
1 C 2.1368 -3.1824 3.8410  C2 1.565, H4 1.135, H5 1.063, H6 1.101
2 C 0.7248 -2.5070 3.8323  C1 1.565, O3 1.393, H7 1.134, H8 1.091
3 O 0.4746 -1.7846 2.6674  C2 1.393, H9 0.935
4 H 2.2929 -3.4927 4.9213  C1 1.135
5 H 2.8734 -2.4500 3.6158  C1 1.063
6 H 2.2422 -4.0554 3.1789  C1 1.101
7 H 0.6691 -1.7619 4.6853  C2 1.134
8 H -0.1020 -3.2190 3.8417  C2 1.091
9 H 0.1079 -0.9371 2.8126  O3 0.935
10 C -0.9248 -4.1827 1.4060  C11 1.466, H13 1.067, H14 1.138, H15 1.154
11 C -0.6385 -4.1885 -0.0318  C10 1.466, O12 1.436, H16 1.027, H17 1.123
12 O -1.7991 -3.8731 -0.8158  C11 1.436, H18 0.941
13 H -1.2543 -3.2184 1.7231  C10 1.067
14 H -0.0735 -4.5327 2.0758  C10 1.138
15 H -1.8491 -4.7796 1.7535  C10 1.154
16 H -0.2763 -5.1309 -0.2214  C11 1.027
17 H 0.0782 -3.3721 -0.3147  C11 1.123
18 H -1.5349 -3.4268 -1.6008  O12 0.941
19 C 2.7249 0.6893 4.7272  C20 1.543, H22 1.108, H23 1.051, H24 1.078
20 C 1.4988 1.5104 4.2769  C19 1.543, O21 1.452, H25 1.095, H26 1.048
21 O 1.2915 1.1234 2.8925  C20 1.452, H27 0.911
22 H 2.6272 -0.2814 4.2025  C19 1.108
23 H 2.7252 0.6426 5.7767  C19 1.051
24 H 3.5739 1.2486 4.3682  C19 1.078
25 H 1.7610 2.5703 4.3610  C20 1.095
26 H 0.6109 1.3600 4.8130  C20 1.048
27 H 0.4778 1.4294 2.6188  O21 0.911
28 C 0.7292 2.1504 -2.9284  O29 1.381, N30 1.304, N31 1.315
29 O -0.6426 2.0664 -3.0598  C28 1.381
30 N 1.4034 3.2591 -3.0539  C28 1.304, H32 1.073, H33 1.086
31 N 1.5193 1.1444 -2.6228  C28 1.315, H34 1.075, H35 0.981
32 H 0.7803 4.0805 -3.3508  N30 1.073
33 H 2.4442 3.3778 -2.7670  N30 1.086
34 H 1.0568 0.3527 -2.0613  N31 1.075
35 H 2.4917 1.1346 -2.7513  N31 0.981
36 C -0.7045 -0.3725 -0.8353  O37 1.331, N38 1.338, N39 1.250
37 O -1.8541 -0.4502 -1.5022  C36 1.331
38 N 0.4687 -0.8544 -1.2601  C36 1.338, H40 1.092, H41 1.017
39 N -0.4507 0.3231 0.1724  C36 1.250, H42 1.058, H43 0.989
40 H 0.4182 -1.4976 -2.1408  N38 1.092
41 H 1.1428 -1.1839 -0.5736  N38 1.017
42 H -1.3264 0.7720 0.5622  N39 1.058
43 H 0.4377 0.3927 0.6014  N39 0.989
44 C -0.8784 4.4152 3.2060  O45 1.368, N46 1.311, N47 1.282
45 O 0.1603 5.0442 3.8362  C44 1.368
46 N -0.7719 3.5259 2.2490  C44 1.311, H48 1.038, H49 1.061
47 N -2.0894 4.5949 3.5852  C44 1.282, H50 1.040, H51 1.012
48 H 0.1926 3.4565 1.8720  N46 1.038
49 H -1.5072 3.5319 1.4840  N46 1.061
50 H -2.1332 5.1831 4.4418  N47 1.040
51 H -2.7406 3.8352 3.4354  N47 1.012
52 C -5.3746 -0.0056 -0.4214  O53 1.363, N54 1.279, N55 1.264
53 O -5.2681 1.1263 -1.1732  C52 1.363
54 N -6.3126 -0.3810 0.3623  C52 1.279, H56 1.050, H57 1.016
55 N -4.3666 -0.7654 -0.3531  C52 1.264, H58 1.079, H59 1.029
56 H -7.1109 0.3003 0.3829  N54 1.050
57 H -6.2577 -1.1004 1.0779  N54 1.016
58 H -4.5135 -1.6254 0.2812  N55 1.079
59 H -3.5605 -0.6470 -0.9813  N55 1.029
60 C 0.2509 -3.3858 -3.2502  O61 1.376, N62 1.292, N63 1.336
61 O 0.9379 -4.4518 -2.7154  C60 1.376
62 N -1.0075 -3.2343 -3.5022  C60 1.292, H64 1.007, H65 1.023
63 N 0.8601 -2.2419 -3.5765  C60 1.336, H66 1.056, H67 1.057
64 H -1.6023 -4.0468 -3.5312  N62 1.007
65 H -1.4590 -2.3846 -3.8501  N62 1.023
66 H 1.8751 -2.1702 -3.2924  N63 1.056
67 H 0.4749 -1.4323 -4.1355  N63 1.057
68 C -1.5795 -0.8955 -5.2264  O69 1.364, N70 1.273, N71 1.297
69 O -1.7955 -1.3276 -6.5018  C68 1.364
70 N -0.5731 -0.1743 -4.9306  C68 1.273, H72 1.035, H73 1.034
71 N -2.3710 -1.0359 -4.2083  C68 1.297, H74 0.991, H75 1.036
72 H 0.0634 -0.0171 -5.7312  N70 1.035
73 H -0.4855 0.3371 -4.0358  N70 1.034
74 H -3.2361 -1.4611 -4.4370  N71 0.991
75 H -2.3183 -0.3578 -3.4271  N71 1.036
76 C 2.1146 3.2171 0.3815  O77 1.395, N78 1.258, N79 1.292
77 O 2.1691 3.3735 1.7669  C76 1.395
78 N 2.3859 2.1396 -0.2077  C76 1.258, H80 1.052, H81 1.067
79 N 1.8638 4.1572 -0.4685  C76 1.292, H82 1.028, H83 1.000
80 H 2.6544 1.3732 0.4613  N78 1.052
81 H 1.9894 1.8454 -1.1541  N78 1.067
82 H 1.5022 4.9920 0.0112  N79 1.028
83 H 1.5547 3.7798 -1.3411  N79 1.000
84 C 3.2015 -0.9533 0.6399  O85 1.438, N86 1.222, N87 1.307
85 O 4.3928 -1.1933 -0.1285  C84 1.438
86 N 3.1273 0.0604 1.3189  C84 1.222, H88 0.979, H89 0.999
87 N 2.1896 -1.7794 0.6891  C84 1.307, H90 1.029, H91 1.078
88 H 3.9862 0.5158 1.4309  N86 0.979
89 H 2.5299 0.1209 2.1169  N86 0.999
90 H 2.3877 -2.6713 0.2147  N87 1.029
91 H 1.5276 -1.8834 1.5332  N87 1.078
92 C -2.3189 0.3349 2.3873  O93 1.405, N94 1.279, N95 1.353
93 O -2.4871 -1.0566 2.4885  C92 1.405
94 N -1.7588 1.1582 3.1892  C92 1.279, H96 1.012, H97 1.045
95 N -2.8602 0.9596 1.3167  C92 1.353, H98 1.055, H99 0.969
96 H -1.5420 0.8268 4.1208  N94 1.012
97 H -1.4754 2.1153 2.8811  N94 1.045
98 H -3.4021 0.2420 0.7650  N95 1.055
99 H -3.1826 1.8694 1.2345  N95 0.969
100 C 3.7772 -0.9796 -3.3663  O101 1.400, N102 1.301, N103 1.274
101 O 4.2153 0.2857 -2.9583  C100 1.400
102 N 3.4876 -1.9296 -2.5265  C100 1.301, H104 1.019, H105 1.047
103 N 3.6297 -1.2772 -4.5964  C100 1.274, H106 1.048, H107 1.031
104 H 3.7156 -1.7196 -1.5559  N102 1.019
105 H 3.4169 -2.9672 -2.6504  N102 1.047
106 H 4.1796 -0.6425 -5.2225  N103 1.048
107 H 3.5231 -2.2259 -4.9853  N103 1.031
108 C -2.1597 3.3115 -0.6918  O109 1.439, H110 1.041, H111 1.085, H112 1.089
109 O -2.8031 3.5412 0.5748  C108 1.439, H113 0.973
110 H -2.1813 2.2760 -0.7971  C108 1.041
111 H -1.1079 3.5401 -0.5562  C108 1.085
112 H -2.6320 3.9155 -1.4658  C108 1.089
113 H -3.4657 4.2263 0.3807  O109 0.973


Question: Which formula does entry 2 have?
Answer: C17H62N20O14


Question: Which formula does entry 1 have?
Answer: C17H60N16O13